This record from the OMol25 dataset describes 7 unconnected molecules or ions with the total composition C15H45BNO12P in a non-equilibrium geometry. The level of theory is wB97M-V/def2-TZVPD.

Last column: Mulliken charge in e.
Positions of all 75 atoms, in Å:
P  -3.24847  1.79276  0.00590  0.8445
O  -1.98467  2.68428  0.42948  -0.5210
O  -0.83423  3.66636  -3.09844  -0.4481
O  -5.98639  -0.48110  -1.68947  -0.5549
O  -4.11768  2.56884  -0.88118  -0.7997
O  -1.84633  5.21434  -6.93140  -0.4444
O  -3.95927  1.48449  1.41458  -0.5584
O  3.28477  -2.11788  3.47464  -0.5248
O  -1.32588  -0.46906  1.32432  -0.6205
O  6.94545  -3.94223  2.67296  -0.4510
O  -3.74711  -0.36410  -1.56303  -0.5735
O  2.67001  -4.57608  6.24087  -0.4793
O  -1.11953  5.38568  1.44860  -0.4673
N  -2.70912  -2.20310  0.27453  -0.2393
C  -1.01210  5.23683  -8.08650  -0.5354
C  2.08517  0.09835  -0.59907  -0.8725
C  -1.95066  6.32752  2.11645  -0.5473
C  2.01401  0.11648  0.91620  -0.9224
C  -2.32907  -2.94078  -0.94126  -1.0214
C  -4.97433  -0.43703  -1.00824  0.2628
C  -1.70538  3.87078  -4.21542  -0.5184
C  -1.58956  0.53563  -1.80716  -1.4396
C  3.28291  -5.80742  5.85816  -0.4729
C  -2.67529  0.23673  -0.76408  1.5938
C  -2.36534  -3.00889  1.44913  -1.1337
C  -0.21052  0.88321  -1.23752  -0.3387
C  3.91330  -3.32629  3.05107  -0.4473
C  7.29540  -4.50128  1.40980  -0.5609
C  0.76909  -0.28320  -1.29190  -0.2457
B  -2.21745  -0.85947  0.32252  0.6927
H  3.17762  -4.13743  3.01320  0.2468
H  -0.57712  6.22812  -8.23704  0.2618
H  -3.08521  -3.82306  1.51779  0.3578
H  2.87154  -0.59320  -0.88857  0.4171
H  -4.89136  1.67410  1.25454  0.3824
H  8.14783  -5.17920  1.50191  0.2812
H  -1.65442  2.32736  1.26554  0.3305
H  0.22116  1.67712  -1.83672  0.6900
H  2.36165  1.07894  -0.97772  0.3498
H  -1.14104  3.69085  -5.12052  0.1319
H  2.30153  -4.68986  7.11869  0.2792
H  -1.31174  6.95287  2.73474  0.2321
H  2.93031  -2.27617  4.35342  0.2585
H  -1.32026  -3.34017  -0.88300  0.3468
H  -2.47979  6.96171  1.40025  0.2560
H  -1.94843  1.25957  -2.52907  -0.0102
H  7.70191  -3.44518  2.99110  0.2687
H  -2.68006  5.82400  2.75787  0.2434
H  -0.20979  4.52152  -7.92568  0.2076
H  -1.68662  4.83394  0.90215  0.2823
H  1.94588  -0.87292  1.35148  0.2106
H  2.54681  -6.61471  5.82867  0.2737
H  3.69755  -5.66900  4.86415  0.1449
H  1.18982  0.70052  1.31072  0.1336
H  -1.34566  3.83077  -2.30160  0.2129
H  -5.04449  -0.54712  0.08124  0.3328
H  -2.55509  5.84558  -7.07182  0.2682
H  -1.46956  -0.39927  -2.34512  0.4101
H  4.08920  -6.06953  6.54737  0.2729
H  -2.07757  4.89540  -4.22881  0.3021
H  0.37130  -1.17256  -0.80289  -0.0046
H  -1.57064  4.94740  -8.98042  0.2635
H  1.01577  -0.51580  -2.32304  0.3808
H  -1.76093  -0.13107  2.10996  0.3098
H  6.43703  -5.06284  1.04999  0.2112
H  -2.55038  3.17625  -4.17411  0.2659
H  -2.43440  -2.45624  2.37422  0.3258
H  7.53376  -3.71718  0.68661  0.2734
H  2.92220  0.57220  1.29865  0.4029
H  -1.39059  -3.48034  1.36564  0.3725
H  4.32291  -3.16764  2.05810  0.2487
H  -3.02835  -3.75896  -1.09170  0.3605
H  -0.22826  1.24857  -0.22334  0.0495
H  4.72066  -3.59068  3.73078  0.1964
H  -2.41645  -2.32104  -1.82212  0.3126

## Properties
LUMO level ... 0.20 eV
SMILES string ... CCCCC[C@@](OC=O)(B(O)N(C)C)P(=O)(O)O.CO.CO.CO.CO.CO.CO
Largest force on an atom ... 2.667 eV/Å
E_HOMO ... -9.75 eV
Kohn-Sham gap ... 9.9462 eV